Entry from OMol25: a molecular structure, C6H12 (the ωB97M-V functional and the def2-TZVPD basis).

```
! wB97M-V def2-TZVPD RIJCOSX def2/J DEFGRID3
* xyz 0 1
C -0.37 1.41 -0.24
C 1.69 0.34 -1.18
C 1.39 -0.63 1.22
C 1.15 -0.70 -0.27
C 0.16 0.24 -0.96
C -2.17 0.47 0.95
H -1.09 1.10 0.84
H -2.93 1.24 1.12
H 2.04 0.07 -2.18
H 1.35 0.41 1.57
H 2.19 1.20 -0.73
H -1.11 1.93 -0.87
H 1.12 -1.71 -0.68
H -2.41 -0.16 0.10
H 0.64 -1.20 1.78
H -1.96 -0.12 1.84
H 2.38 -1.04 1.47
H -0.37 -0.19 -1.82
*
```

DFT total energy: -6411.84319 eV

These are the Löwdin partial charges, in e, on atoms 1 to 6: atom 1 (C): 0.01, atom 2 (C): -0.08, atom 3 (C): -0.08, atom 4 (C): -0.32, atom 5 (C): -0.36, atom 6 (C): -0.02

Entry from OMol25: a gas-phase ion, C9H9IN (charge +1) in a non-equilibrium geometry (the ωB97M-V functional and the def2-TZVPD basis).

```
! wB97M-V def2-TZVPD RIJCOSX def2/J DEFGRID3
* xyz 1 1
I -4.27 -0.16 -1.93
N 1.47 -0.47 1.49
C 1.72 0.18 -1.48
C -0.60 0.21 -0.57
C 2.19 -1.16 0.71
C 0.46 0.31 1.73
C -1.82 -0.22 0.04
C 2.71 -0.58 -0.58
C -0.77 0.65 0.86
C -3.08 0.65 -0.18
C 0.47 0.01 -1.23
H 2.27 0.54 -2.38
H 3.29 0.26 -0.34
H -3.00 1.57 -0.64
H 2.45 -2.20 1.07
H 0.41 0.76 2.70
H -2.10 -1.28 0.28
H -3.82 0.62 0.55
H -1.31 1.56 1.06
H 3.33 -1.25 -1.15
*
```

DFT total energy: -19056.89197 eV
SMILES string: IC[C@H]1C2=C=CCC=[N+]=C[C@@H]21

These are the Löwdin partial charges, in e, on atoms 1 to 6: atom 1 (I): 0.72, atom 2 (N): 0.17, atom 3 (C): -0.03, atom 4 (C): -0.17, atom 5 (C): 0.04, atom 6 (C): 0.09

Entry from OMol25: a single C5H7NO molecule (the ωB97M-V functional and the def2-TZVPD basis).

```
! wB97M-V def2-TZVPD RIJCOSX def2/J DEFGRID3
* xyz 0 1
O 0.04 2.03 0.02
N -0.51 -0.23 0.07
C 1.44 -1.22 -0.43
C 0.43 0.74 -0.13
C -1.82 0.16 0.60
C 0.13 -1.47 -0.12
C 1.64 0.19 -0.44
H -2.53 -0.66 0.60
H -0.38 -2.42 -0.21
H 0.78 2.57 -0.27
H -1.72 0.55 1.63
H -2.22 0.98 -0.01
H 2.19 -1.97 -0.63
H 2.54 0.74 -0.68
*
```

DFT total energy: -8835.41092 eV
SMILES string: Cn1cccc1O

These are the Löwdin partial charges, in e, on atoms 1 to 6: atom 1 (O): 0.07, atom 2 (N): -0.08, atom 3 (C): -0.11, atom 4 (C): -0.38, atom 5 (C): -0.02, atom 6 (C): -0.10

Entry from OMol25: a molecular structure, C32H49AuClNO3PS in a non-equilibrium geometry (the ωB97M-V functional and the def2-TZVPD basis).

```
! wB97M-V def2-TZVPD RIJCOSX def2/J DEFGRID3
* xyz -1 3
Au 0.92 0.08 2.04
Cl 2.17 0.33 3.91
S 1.50 4.57 4.63
P -0.03 0.05 -0.97
O 0.23 2.70 1.65
O 2.81 4.18 5.09
O 1.01 5.87 4.99
N 1.24 4.22 3.06
C -1.36 -1.25 -4.77
C 0.33 3.33 5.14
C -2.95 3.06 -1.24
C 3.81 0.98 -2.48
C 2.33 0.56 -2.55
C 0.29 -4.43 1.85
C 4.68 -0.04 -1.74
C -0.43 -0.80 0.55
C -1.55 1.35 5.55
C -0.68 -4.42 3.05
C -0.23 2.70 4.05
C 4.08 -0.48 -0.40
C -0.81 1.72 -1.05
C -0.40 -4.32 0.52
C -0.97 2.01 6.66
C 1.80 0.29 -1.14
C -0.65 -0.33 -3.77
C -0.07 2.75 -1.92
C 0.41 3.20 2.79
C -1.68 -3.85 0.37
C -0.64 -0.97 -2.38
C -0.81 -2.68 -4.76
C -0.71 4.14 -1.80
C 0.07 -2.33 -2.41
C -1.17 1.69 4.25
C -2.57 -3.60 1.54
C -2.32 1.67 -1.36
C -1.79 -3.38 2.85
C -0.01 3.02 6.45
C -2.22 4.13 -2.05
C -0.66 -3.28 -3.35
C 2.60 -0.86 -0.52
H -2.63 5.11 -1.82
H -1.26 1.74 7.67
H -2.47 1.29 -2.38
H 4.18 1.12 -3.50
H 1.11 -2.20 -2.74
H -2.12 -3.71 -0.63
H -4.00 3.01 -1.55
H -0.11 -4.23 -3.40
H -0.12 -4.19 3.96
H -2.29 0.57 5.73
H -0.71 2.06 0.00
H -1.65 -3.50 -2.93
H 2.24 -0.36 -3.15
H -3.25 -2.75 1.36
H -1.34 -2.38 2.83
H -0.09 2.43 -2.98
H -1.11 -5.41 3.18
H 4.64 -1.33 0.01
H -1.70 -1.14 -2.09
H 0.18 -4.66 -0.34
H -3.23 -4.48 1.68
H 1.94 1.20 -0.52
H -2.47 -3.41 3.71
H 0.11 -2.77 -1.40
H -1.46 -3.33 -5.36
H -1.14 0.66 -3.76
H 0.98 2.83 -1.61
H -0.22 4.82 -2.51
H -0.50 4.52 -0.79
H 2.48 -1.77 -1.13
H 0.38 -0.15 -4.11
H 0.99 -3.58 1.97
H 4.82 -0.93 -2.37
H 0.18 -2.68 -5.25
H 5.68 0.39 -1.57
H 0.47 3.56 7.27
H -1.43 -0.56 0.91
H 2.25 -1.11 0.50
H -2.43 -1.27 -4.51
H 1.76 1.34 -3.07
H -1.57 1.15 3.39
H -1.28 -0.83 -5.77
H 3.88 1.95 -1.98
H 0.92 -5.34 1.88
H -2.40 3.95 -3.12
H 4.17 0.34 0.32
H -2.82 0.97 -0.68
H -0.25 -1.88 0.53
H -2.95 3.35 -0.17
*
```

DFT total energy: -77950.46971 eV

These are the Löwdin partial charges, in e, on atoms 1 to 6: atom 1 (Au): 0.43, atom 2 (Cl): -0.20, atom 3 (S): 0.61, atom 4 (P): 1.02, atom 5 (O): -0.10, atom 6 (O): -0.30

Entry from OMol25: a single C3H9NO molecule in a non-equilibrium geometry (the ωB97M-V functional and the def2-TZVPD basis).

```
! wB97M-V def2-TZVPD RIJCOSX def2/J DEFGRID3
* xyz 0 1
O -0.35 0.11 2.12
N -0.70 1.01 -1.72
C 0.78 0.10 1.23
C 0.44 -0.68 -0.20
C -0.84 -0.26 -0.93
H -1.65 -0.01 -0.05
H 1.75 -0.44 1.62
H 0.34 -1.74 0.06
H -1.33 -1.12 -1.61
H 1.31 -0.44 -0.93
H -0.65 1.98 -1.15
H 0.95 1.21 1.01
H -0.25 -0.75 2.72
H 0.21 1.03 -2.17
*
```

DFT total energy: -6792.68949 eV
SMILES string: NCCCO

These are the Löwdin partial charges, in e, on atoms 1 to 6: atom 1 (O): -0.15, atom 2 (N): -0.07, atom 3 (C): -0.27, atom 4 (C): -0.21, atom 5 (C): -0.33, atom 6 (H): 0.14

Entry from OMol25: 10 unconnected molecules or ions with the total composition C16H48B2F8O16 in a non-equilibrium geometry (the ωB97M-V functional and the def2-TZVPD basis).

```
! wB97M-V def2-TZVPD RIJCOSX def2/J DEFGRID3
* xyz -2 1
F -0.24 1.07 1.40
F -1.16 1.20 -0.64
F 0.49 -0.33 -0.32
F 0.94 3.62 -4.74
F 2.68 2.16 -4.64
F 0.91 1.83 -3.20
F 2.27 3.62 -2.88
F -1.56 -0.71 0.67
O -0.52 5.53 -3.03
O -2.81 -3.48 -3.94
O -4.78 -3.43 1.56
O -2.38 3.60 -1.87
O 2.56 1.57 0.17
O -4.37 -0.31 0.79
O 1.80 -1.24 5.48
O 0.00 -4.64 3.14
O -0.02 -3.03 0.70
O 3.59 -2.47 -2.30
O 1.83 -2.27 2.59
O 0.93 2.62 3.35
O 1.39 -0.57 -4.58
O -3.62 -3.83 -1.06
O 4.35 -0.54 -0.39
O 1.16 5.36 2.97
C 1.78 4.77 4.11
C 2.60 -1.12 -4.16
C -4.70 -1.00 2.00
C -1.91 5.46 -3.29
C 3.93 1.70 0.25
C 2.40 -0.67 4.29
C -1.16 -3.70 1.21
C 2.05 3.31 3.84
C 1.57 -0.97 3.09
C -2.41 4.04 -3.21
C -0.76 -4.93 1.97
C -3.39 -2.60 -1.75
C 2.39 -2.11 -3.03
C 4.59 0.80 -0.78
C -2.33 -2.81 -2.77
C -5.54 -2.23 1.70
B 1.68 2.80 -3.86
B -0.62 0.30 0.29
H 2.71 5.33 4.30
H 3.35 -0.36 -3.90
H -0.17 6.37 -3.33
H -4.40 -3.63 2.42
H -2.07 5.81 -4.33
H -1.79 3.44 -3.88
H -6.02 -2.02 0.74
H 1.97 -3.02 -3.48
H 1.26 0.33 -4.23
H 4.36 1.43 1.24
H -4.25 -3.72 -0.33
H 3.02 -1.67 -5.02
H -3.45 4.05 -3.56
H 2.44 0.42 4.41
H 4.29 2.72 0.10
H -1.96 -1.82 -3.08
H -3.12 -1.79 -1.06
H 0.33 2.44 4.08
H 1.67 -0.20 2.31
H 2.83 3.18 3.09
H 0.60 -3.90 2.95
H -1.76 -3.94 0.33
H -1.76 -3.08 1.89
H -2.51 6.15 -2.67
H -6.36 -2.39 2.41
H 2.37 0.63 0.15
H -1.44 -3.31 -2.38
H 0.53 -0.84 3.40
H -5.29 -0.32 2.61
H -0.12 -5.56 1.32
H -3.59 -3.97 -3.68
H 3.91 -3.30 -2.66
H -4.31 -2.24 -2.24
H -3.08 2.96 -1.73
H 4.20 -1.09 -1.17
H 3.45 -0.96 4.21
H 1.02 6.29 3.16
H 5.66 1.01 -0.92
H -0.38 -2.30 0.18
H 1.12 4.86 4.99
H 4.08 1.00 -1.73
H -3.76 -1.22 2.51
H 1.34 -2.31 1.75
H -3.40 -0.28 0.77
H 2.42 2.87 4.78
H -1.59 -5.57 2.25
H 2.39 -1.04 6.20
H 1.64 -1.82 -2.29
*
```

DFT total energy: -73234.44279 eV

These are the Löwdin partial charges, in e, on atoms 1 to 6: atom 1 (F): 0.12, atom 2 (F): 0.12, atom 3 (F): 0.11, atom 4 (F): 0.07, atom 5 (F): 0.06, atom 6 (F): 0.11

Entry from OMol25: a molecular structure, C21H18BrN4O6V (the ωB97M-V functional and the def2-TZVPD basis).

```
! wB97M-V def2-TZVPD RIJCOSX def2/J DEFGRID3
* xyz 0 3
Br -6.43 -1.95 -4.15
V -0.04 -0.29 -0.21
O 3.43 -1.17 1.53
O -1.32 -0.06 1.21
O 1.43 -1.28 0.52
O 1.17 0.25 -4.01
O -1.02 1.71 -0.81
O 0.07 -0.42 -2.18
N 1.68 1.05 -0.61
N -5.54 -4.74 1.19
N -1.12 -2.09 -0.36
N -4.73 -4.39 2.06
C 2.58 0.81 0.52
C -0.13 2.68 -0.25
C -2.87 -3.32 0.78
C -6.15 -2.80 -2.48
C -0.95 -3.08 -1.20
C -5.95 -2.66 -0.10
C -2.12 -1.07 1.49
C -3.03 -1.10 2.52
C -2.05 -2.20 0.62
C 2.24 0.48 -1.86
C -5.74 -4.78 -1.21
C 1.08 0.10 -2.81
C -3.85 -2.23 2.69
C -1.70 -4.27 -1.10
C -6.18 -2.04 -1.32
C 1.27 2.46 -0.80
C 2.53 -0.67 0.91
C -2.64 -4.39 -0.12
C -5.71 -4.02 -0.05
C -3.83 -3.29 1.83
C -5.94 -4.17 -2.43
H -3.21 -5.31 -0.02
H 2.24 1.40 1.38
H -5.60 -5.85 -1.14
H -0.22 -2.94 -1.98
H -1.51 -5.08 -1.79
H -4.56 -2.25 3.52
H 2.92 1.19 -2.35
H -0.48 3.69 -0.48
H -3.09 -0.26 3.20
H -5.94 -4.75 -3.35
H 1.26 2.67 -1.87
H 1.99 3.14 -0.34
H -1.03 1.77 -1.77
H -0.18 2.53 0.82
H 2.79 -0.43 -1.63
H 3.61 1.10 0.31
H -6.38 -0.98 -1.36
H -5.97 -2.07 0.81
*
```

DFT total energy: -136047.27568 eV

These are the Löwdin partial charges, in e, on atoms 1 to 6: atom 1 (Br): 0.74, atom 2 (V): 1.09, atom 3 (O): 0.10, atom 4 (O): -0.16, atom 5 (O): -0.12, atom 6 (O): 0.09

Entry from OMol25: a molecular structure, C12H42Li2N12O18 in a non-equilibrium geometry (the ωB97M-V functional and the def2-TZVPD basis).

```
! wB97M-V def2-TZVPD RIJCOSX def2/J DEFGRID3
* xyz 0 1
O 1.08 0.93 4.38
O 3.23 2.73 -0.82
O 0.73 2.76 -5.79
O -3.74 1.25 -3.45
O -3.50 3.80 -2.78
O -2.03 -4.49 -1.41
O -4.14 -1.73 -2.93
O 2.57 -0.96 -2.09
O -4.25 0.20 -0.89
O -1.39 -3.61 2.88
O -1.36 0.84 -1.89
O 4.84 -4.87 1.37
O 1.29 5.34 0.22
O -3.63 -2.04 1.09
O -2.03 -1.71 -1.07
O 6.31 -0.13 3.53
O 1.13 -1.54 2.24
O 2.04 1.10 1.21
N 4.15 -0.43 3.39
N 0.14 3.94 1.32
N -2.20 3.42 -1.08
N 0.25 -4.94 2.14
N -0.92 -5.63 3.78
N 3.18 -4.10 2.54
N -2.69 5.48 -1.58
N 5.14 0.90 1.99
N 0.05 1.81 -3.95
N -1.33 1.81 -5.56
N -0.69 5.91 1.04
N 2.95 -4.03 0.43
C -1.03 -1.13 -0.56
C 0.68 -0.95 1.17
C 0.31 5.10 0.83
C 5.25 0.13 2.97
C -2.84 4.22 -1.87
C -0.16 2.17 -5.21
C -0.79 -4.67 2.88
C -0.66 0.36 -1.00
C 1.04 0.39 0.70
C 3.68 -4.44 1.42
C 0.41 1.02 -0.33
C -0.24 -1.69 0.53
Li -0.38 -1.98 3.70
Li -2.70 -0.26 -2.55
H 0.84 -5.70 2.45
H 6.01 0.64 1.56
H 0.82 3.19 1.23
H 3.45 -4.22 -0.43
H 3.30 -0.35 2.85
H -3.64 2.17 -3.20
H -5.17 0.30 -1.13
H 2.28 -3.65 2.68
H 3.76 -4.41 3.31
H -2.01 1.63 -4.83
H -1.77 -5.48 4.31
H -0.82 3.75 1.55
H -4.14 0.74 -0.11
H 4.27 0.80 1.48
H 1.57 0.41 3.74
H 4.08 -1.10 4.15
H 2.71 2.26 -0.16
H -0.81 6.70 0.42
H 3.00 3.65 -0.67
H -2.62 -4.87 -0.76
H 0.98 1.87 -3.56
H -2.00 2.49 -1.41
H -4.05 -2.57 -3.38
H 2.15 -0.53 -1.34
H -4.17 -1.96 -2.00
H -1.69 2.01 -6.48
H -1.25 5.78 1.88
H -0.41 -6.50 3.70
H 3.47 -0.64 -2.08
H -0.72 1.30 -3.53
H 0.67 2.02 -0.65
H -1.43 3.82 -0.56
H 1.75 1.40 4.88
H -0.38 -2.74 0.72
H -2.83 -2.15 0.57
H -1.96 5.54 -0.89
H -4.58 1.23 -3.91
H -2.87 6.13 -2.33
H 0.61 -4.33 1.41
H 2.25 -3.30 0.42
H -2.07 -3.54 -1.25
H -4.34 -2.06 0.45
*
```

DFT total energy: -68278.10877 eV

These are the Löwdin partial charges, in e, on atoms 1 to 6: atom 1 (O): -0.06, atom 2 (O): -0.06, atom 3 (O): 0.03, atom 4 (O): -0.10, atom 5 (O): 0.06, atom 6 (O): -0.05

Entry from OMol25: a single C5H6N2 molecule in a non-equilibrium geometry (the ωB97M-V functional and the def2-TZVPD basis).

```
! wB97M-V def2-TZVPD RIJCOSX def2/J DEFGRID3
* xyz 0 1
N 2.25 -1.38 1.21
N -0.74 0.35 0.89
C 1.60 -0.46 0.92
C 0.69 0.61 0.51
C 0.34 0.67 -1.00
C -1.07 -0.95 0.29
C -1.06 0.24 -0.58
H -1.97 0.65 -0.99
H 0.90 0.03 -1.69
H 1.03 1.56 0.93
H -0.30 -1.71 0.23
H 0.35 1.70 -1.35
H -2.04 -1.31 0.62
*
```

DFT total energy: -8259.98690 eV
SMILES string: N#C[C@H]1C[C@H]2CN21

These are the Löwdin partial charges, in e, on atoms 1 to 6: atom 1 (N): 0.16, atom 2 (N): 0.01, atom 3 (C): -0.18, atom 4 (C): -0.28, atom 5 (C): -0.08, atom 6 (C): -0.11

Entry from OMol25: 21 unconnected molecules or ions with the total composition C18H60N3O22S in a non-equilibrium geometry (the ωB97M-V functional and the def2-TZVPD basis).

```
! wB97M-V def2-TZVPD RIJCOSX def2/J DEFGRID3
* xyz 1 1
S 3.70 -1.91 -0.30
O 7.41 -5.46 -5.31
O 6.06 1.56 0.77
O 3.91 2.56 -4.18
O 4.55 -1.01 3.91
O -8.67 1.62 5.09
O 0.04 0.13 5.48
O -6.25 -0.27 0.04
O 4.81 -5.83 -4.85
O -3.85 -1.55 -0.28
O -0.47 3.14 5.01
O -0.07 4.86 -1.58
O -0.84 2.39 1.42
O -8.32 0.02 1.57
O 5.24 -5.73 -2.20
O -5.13 4.09 0.72
O 3.75 -1.34 -9.33
O -3.25 2.05 -2.71
O -4.11 1.52 3.53
O 2.98 -0.04 5.81
O -8.01 -1.07 4.19
O 1.17 3.09 -4.14
O -4.58 -2.36 2.00
N 1.47 0.17 -1.10
N 3.27 -1.31 -1.79
N 2.42 0.02 -3.42
C 4.00 -1.59 -2.99
C 1.22 0.90 2.60
C 1.02 0.92 1.15
C -5.24 0.59 3.59
C 3.38 -0.79 -3.94
C -2.60 0.88 1.78
C 5.28 -2.51 -4.79
C 3.77 -0.72 -5.29
C -2.21 2.30 1.35
C 0.49 0.92 -1.66
C -2.86 0.84 3.29
C 1.72 0.05 0.20
C 0.00 1.71 0.55
C 2.33 -0.32 -2.13
C -0.25 1.71 -0.84
C 2.86 -0.76 0.81
C 4.74 -1.58 -5.66
C 4.94 -2.50 -3.44
H -7.27 -1.41 4.79
H 4.37 -5.84 -1.69
H 1.93 1.72 2.88
H 2.50 -1.27 1.73
H 3.57 0.01 6.63
H -1.90 0.10 1.52
H -8.89 -1.43 4.54
H -3.56 0.54 1.36
H 4.91 -1.64 -6.71
H -4.13 1.86 -2.25
H 2.15 2.84 -4.12
H 5.33 -3.14 -2.69
H 1.06 4.00 -3.72
H 3.83 -5.97 -5.06
H -3.41 -1.35 -1.17
H -6.49 -1.00 -0.61
H -5.48 -2.66 1.65
H 3.57 -0.08 4.99
H -2.55 2.44 0.28
H 4.91 -5.69 -3.86
H 4.90 2.73 -4.06
H 3.29 -0.03 -5.95
H -8.79 -0.72 1.08
H 5.83 2.12 1.58
H 1.59 0.02 3.09
H -8.32 0.72 4.79
H 6.01 -5.88 -1.56
H 0.34 3.74 5.06
H -5.55 0.35 2.63
H -7.01 -0.18 0.71
H -8.23 -0.26 2.54
H -0.49 5.49 -0.92
H 0.31 1.11 3.09
H -1.16 2.28 -1.19
H 5.93 -3.28 -5.20
H 0.27 0.83 -2.74
H 3.68 1.68 -3.75
H -2.04 1.37 3.82
H -4.68 -0.98 -0.20
H 6.55 0.73 1.10
H 3.33 -1.84 -8.56
H 6.45 -5.45 -4.97
H 1.02 0.20 5.74
H -0.28 1.06 5.24
H 0.75 4.44 -1.15
H 3.63 -0.13 1.29
H 4.17 -0.49 -8.97
H -2.65 3.09 1.91
H -3.07 1.31 -3.37
H -4.05 -2.00 1.22
H -7.88 2.18 5.38
H -6.06 1.11 3.96
H 5.44 -0.58 3.69
H -1.29 3.73 4.93
H -5.01 -0.26 4.20
H -4.46 4.58 1.29
H 4.54 -1.93 3.50
H 7.68 -6.42 -5.47
H -2.92 -0.07 3.69
H -6.04 4.19 1.15
*
```

DFT total energy: -79979.97457 eV

These are the Löwdin partial charges, in e, on atoms 1 to 6: atom 1 (S): 1.01, atom 2 (O): -0.14, atom 3 (O): -0.12, atom 4 (O): -0.11, atom 5 (O): -0.10, atom 6 (O): -0.12

Which formula does entry 4 have?
C32H49AuClNO3PS